(1)
Here is C28H32BiCl2I2N6O4SSeSi as an isolated structure from OMol25. Energies are from ωB97M-V/def2-TZVPD.

Geometry (Å):
Bi  0.76  -0.30  0.08
I  1.79  3.79  6.94
C  1.11  2.69  5.27
C  0.04  3.16  4.53
C  -0.40  2.40  3.46
I  -2.04  3.07  2.31
C  0.16  1.14  3.10
O  -0.37  0.40  2.18
C  1.29  0.75  3.87
C  2.02  -0.51  3.48
N  2.68  -0.33  2.19
C  3.62  0.75  2.10
C  3.16  1.89  1.22
C  3.89  3.07  1.23
C  3.57  4.09  0.36
C  2.51  3.91  -0.51
C  1.80  2.72  -0.46
N  2.12  1.73  0.40
C  1.74  1.51  4.93
H  -0.46  4.09  4.79
H  2.73  -0.78  4.27
H  1.30  -1.33  3.37
H  3.04  -1.19  1.79
H  3.84  1.16  3.09
H  4.57  0.39  1.69
H  4.72  3.17  1.93
H  4.13  5.02  0.37
H  2.23  4.66  -1.24
H  0.95  2.52  -1.10
H  2.58  1.16  5.52
Cl  -0.68  -2.84  2.09
C  0.44  -4.22  2.17
Cl  2.05  -3.79  1.57
H  0.05  -5.01  1.55
H  0.53  -4.52  3.21
O  -2.59  0.17  -2.22
S  -2.08  0.97  -0.80
N  -0.56  1.07  -0.76
O  3.71  -1.54  -0.38
C  3.45  -0.97  -1.43
C  4.37  -0.96  -2.65
C  3.62  -0.11  -3.66
C  2.34  0.31  -2.93
O  1.48  1.03  -3.39
N  2.33  -0.24  -1.67
H  4.52  -1.99  -2.98
H  5.34  -0.56  -2.37
H  3.34  -0.64  -4.57
H  4.15  0.80  -3.95
C  -5.28  -0.94  1.79
Si  -4.58  -0.54  0.07
C  -5.01  -1.88  -1.20
C  -5.34  1.10  -0.46
C  -2.71  -0.38  0.26
H  -6.36  -1.12  1.75
H  -5.10  -0.10  2.46
H  -4.81  -1.82  2.23
H  -6.09  -1.98  -1.32
H  -4.60  -2.85  -0.92
H  -4.58  -1.60  -2.16
H  -6.43  1.05  -0.47
H  -5.00  1.37  -1.46
H  -5.05  1.90  0.22
H  -2.19  -1.28  -0.09
H  -2.38  -0.15  1.27
Se  0.16  -3.55  -1.57
N  -0.38  -1.82  -1.65
C  -1.04  -1.65  -2.76
C  -1.59  -0.29  -3.15
C  -2.21  -0.31  -4.51
C  -2.37  -1.45  -5.22
C  -1.90  -2.73  -4.81
C  -1.20  -2.83  -3.61
N  -0.64  -3.95  -3.12
H  -0.75  0.41  -3.10
H  -2.60  0.64  -4.86
H  -2.86  -1.39  -6.18
H  -2.04  -3.60  -5.42

Output
HOMO energy = -0.10467 Eh
F_max = 0.64 eV/A
ΔE to the lowest compared entry with this formula, charge and spin = 1.534 eV
frontier orbital gap = 4.8 eV
2S+1 = 1
net charge = -1

Atomic partial charges in e from the Mulliken method, atoms 1 to 5: 2.32, -0.03, -0.41, -0.44, -0.15

(2)
Here is C37H52AlF8N2O26 as an isolated structure from OMol25. Energies are from ωB97M-V/def2-TZVPD.

Geometry (Å):
C  1.01  1.71  1.80
C  -0.36  1.65  2.45
O  -0.85  2.65  2.87
N  -0.94  0.36  2.52
C  -2.34  0.32  2.07
C  -2.54  -0.35  0.69
C  -1.25  -0.74  -0.02
C  -0.45  -1.94  0.59
Al  -1.38  -3.18  1.93
C  0.13  -4.11  2.97
C  0.81  -3.17  3.99
C  2.05  -2.46  3.47
C  3.17  -3.43  3.07
N  4.30  -2.84  2.32
C  4.67  -1.49  2.74
C  4.11  -2.94  0.91
C  3.21  -1.99  0.15
O  4.68  -3.78  0.32
H  1.52  0.77  2.03
H  1.56  2.56  2.18
H  0.87  1.77  0.72
H  -0.89  0.08  3.49
H  -2.94  -0.22  2.79
H  -2.78  1.32  2.04
H  -3.02  0.40  0.05
H  -3.25  -1.16  0.75
H  -0.58  0.11  -0.13
H  -1.53  -1.04  -1.03
H  -0.13  -2.57  -0.23
H  0.46  -1.53  1.04
H  -2.26  -2.41  3.04
H  -2.33  -4.28  1.22
H  0.85  -4.60  2.31
H  -0.38  -4.88  3.55
H  1.14  -3.77  4.85
H  0.11  -2.44  4.38
H  1.83  -1.81  2.62
H  2.41  -1.82  4.26
H  3.58  -3.87  3.98
H  2.76  -4.21  2.45
H  5.61  -1.23  2.25
H  3.96  -0.71  2.49
H  4.88  -1.51  3.80
H  3.68  -1.76  -0.80
H  2.29  -2.51  -0.08
H  3.03  -1.05  0.65
C  -4.21  -5.09  -2.45
C  -4.22  -3.59  -2.38
O  -3.15  -3.30  -1.52
C  -2.24  -4.31  -1.65
O  -1.13  -4.26  -1.28
O  -2.81  -5.38  -2.29
F  -5.37  -3.13  -1.82
H  -4.77  -5.54  -1.63
H  -4.58  -5.48  -3.40
H  -4.05  -3.08  -3.33
C  -5.68  1.83  -1.70
C  -6.75  0.78  -1.52
O  -6.42  -0.17  -2.51
C  -5.07  -0.08  -2.71
O  -4.42  -0.90  -3.27
O  -4.58  1.05  -2.16
F  -7.99  1.28  -1.77
H  -5.95  2.57  -2.46
H  -5.44  2.35  -0.78
H  -6.75  0.30  -0.54
C  0.13  2.80  5.86
C  -0.64  2.91  7.15
O  0.29  2.43  8.10
C  1.53  2.71  7.61
O  2.53  2.69  8.26
O  1.47  3.02  6.29
F  -1.74  2.11  7.15
H  0.05  1.81  5.41
H  -0.17  3.54  5.12
H  -0.95  3.93  7.41
C  -1.20  1.44  -3.42
C  -1.19  2.92  -3.19
O  -0.12  3.09  -2.27
C  0.76  2.06  -2.50
O  1.87  2.03  -2.10
O  0.18  1.09  -3.26
F  -2.34  3.36  -2.61
H  -1.79  0.91  -2.66
H  -1.56  1.16  -4.40
H  -0.99  3.51  -4.09
C  -2.44  5.85  2.65
C  -2.37  6.36  1.24
O  -2.20  7.76  1.43
C  -1.56  7.92  2.63
O  -1.03  8.92  2.98
O  -1.60  6.78  3.35
F  -3.52  6.15  0.57
H  -3.45  5.90  3.06
H  -2.06  4.83  2.75
H  -1.53  5.97  0.66
C  -1.90  5.15  -8.48
C  -2.57  4.99  -7.13
O  -1.56  4.35  -6.37
C  -0.36  4.75  -6.89
O  0.68  4.62  -6.34
O  -0.53  5.31  -8.11
F  -3.65  4.17  -7.21
H  -2.02  4.26  -9.10
H  -2.26  6.02  -9.03
H  -2.86  5.92  -6.65
C  7.28  -1.03  -1.94
C  8.43  -1.02  -0.97
O  8.18  0.15  -0.21
C  6.82  0.34  -0.21
O  6.24  1.05  0.53
O  6.24  -0.41  -1.18
F  9.63  -0.88  -1.60
H  7.49  -0.43  -2.83
H  7.00  -2.03  -2.25
H  8.47  -1.88  -0.30
C  1.88  -5.18  -1.48
C  2.31  -6.59  -1.77
O  2.74  -6.51  -3.12
C  3.19  -5.23  -3.31
O  3.86  -4.88  -4.23
O  2.78  -4.42  -2.31
F  1.26  -7.46  -1.70
H  0.86  -4.98  -1.77
H  2.00  -4.92  -0.43
H  3.12  -6.96  -1.15

Output
HOMO energy = -0.17766 Eh
F_max = 2.95 eV/A
frontier orbital gap = 6.3 eV
2S+1 = 1
net charge = -1

Atomic partial charges in e from the Mulliken method, atoms 1 to 5: -0.51, 0.11, -0.54, 0.33, -1.35